Entry 1:
Density functional theory data (the ωB97M-V functional and the def2-TZVPD basis) for a gas-phase ion, C7H6ClN2O3S (charge +1).

Results
Frontier orbital gap (spin up / spin down) in eV: 6.224 / 7.476
Maximum force in eV/A: 6.2
LUMO energy (spin up / spin down) in eV: -6.151 / -5.036
Energy above the lowest of the compared OMol25 structures with the same formula, charge and spin in kcal/mol: 0.0

The geometry in ORCA input format:
```
! wB97M-V def2-TZVPD RIJCOSX def2/J DEFGRID3
* xyz 1 1
C 1.93 -1.87 -0.77
C 1.92 -1.81 -2.10
C -0.83 0.49 -0.71
C 0.24 -0.31 -1.03
C 0.91 -0.66 1.34
C -0.01 0.42 1.67
C -1.25 0.63 0.70
N 1.12 -0.91 -0.18
N -1.76 2.03 0.87
O -2.67 2.30 0.10
O -1.23 2.75 1.68
O -1.67 0.83 -1.77
S 0.74 -0.67 -2.66
Cl 1.81 -1.54 2.47
H 2.57 -2.61 -0.36
H 2.43 -2.43 -2.75
H -0.51 0.42 2.61
H 0.38 1.50 1.43
H -2.01 -0.19 1.03
H -2.11 1.63 -1.55
*
```

=====

Entry 2:
Density functional theory data (the ωB97M-V functional and the def2-TZVPD basis) for a gas-phase ion, C2HO3PS (charge -2).

Results
Frontier orbital gap in eV: 4.498
Maximum force in eV/A: 4.1
LUMO energy in eV: 5.017
Energy above the lowest of the compared OMol25 structures with the same formula, charge and spin in kcal/mol: 8.6

The geometry in ORCA input format:
```
! wB97M-V def2-TZVPD RIJCOSX def2/J DEFGRID3
* xyz -2 1
C -0.31 0.68 -0.72
C -1.32 0.69 -0.07
O 1.74 0.24 0.99
O 2.40 0.25 -1.51
O 1.05 -1.73 -0.55
P 1.47 -0.27 -0.42
S -2.84 0.51 0.81
H -2.19 -0.36 1.48
*
```

=====

What is the maximum force in the first record? 6.2 eV/A

=====

What is the energy above the lowest of the compared OMol25 structures with the same formula, charge and spin in the second record? 8.6 kcal/mol